# 1
The following is a quantum chemistry calculation of a molecular structure, C40H37BN12O2STeW in a non-equilibrium geometry, from OMol25.

Geometry (Å):
W -0.418 -0.021 -0.536
C 3.453 0.760 -0.276
C 2.536 1.237 0.791
C 2.926 1.897 1.941
C 1.819 1.940 2.766
N 0.793 1.353 2.145
N 1.156 0.907 0.926
B -0.690 1.045 2.633
N -0.945 -0.446 2.332
C -0.958 -1.375 3.289
C -1.555 -2.509 2.793
C -1.907 -2.215 1.485
C -2.699 -3.190 0.676
N -1.533 -0.934 1.181
N -1.608 1.876 1.749
C -2.346 2.932 2.103
C -3.007 3.396 0.994
C -2.604 2.578 -0.054
C -3.098 2.773 -1.445
N -1.735 1.637 0.405
N -0.832 1.305 4.093
C -1.951 1.488 4.856
C -1.589 1.379 6.165
C -0.205 1.081 6.147
C 0.697 0.837 7.310
N 0.237 1.017 4.902
H 3.999 -0.105 0.110
H 4.178 1.548 -0.491
H 2.967 0.459 -1.192
H 3.918 2.259 2.158
H 1.692 2.322 3.764
H -0.581 -1.145 4.273
H -1.773 -3.420 3.324
H -3.119 -3.919 1.365
H -2.090 -3.744 -0.036
H -3.532 -2.724 0.161
H -2.337 3.296 3.116
H -3.695 4.223 0.933
H -3.776 3.623 -1.447
H -3.654 1.905 -1.798
H -2.297 2.982 -2.148
H -2.929 1.626 4.423
H -2.227 1.489 7.026
H 0.283 1.274 8.216
H 1.683 1.265 7.136
H 0.821 -0.233 7.483
O -1.260 0.775 -2.087
C -1.100 0.838 -3.422
C -2.122 1.332 -4.227
C -1.937 1.436 -5.597
C -0.747 1.040 -6.207
C 0.243 0.492 -5.427
C 0.077 0.378 -4.035
C 1.034 -0.380 -3.307
N 0.983 -0.652 -2.041
N 1.951 -1.594 -1.660
C 1.653 -2.063 -0.500
O 0.549 -1.625 0.104
C 2.495 -3.019 0.208
C 3.565 -3.632 -0.449
C 4.370 -4.520 0.239
C 4.116 -4.796 1.579
C 3.053 -4.188 2.234
C 2.236 -3.303 1.551
H -3.069 1.625 -3.804
H -2.744 1.826 -6.204
H -0.625 1.129 -7.277
H 1.155 0.116 -5.877
H 1.846 -0.852 -3.854
H 3.752 -3.414 -1.492
H 5.195 -5.004 -0.265
H 4.749 -5.493 2.114
H 2.860 -4.411 3.275
H 1.397 -2.836 2.050
N -6.201 -0.959 -2.779
C -5.152 -1.416 -2.673
C -3.813 -1.904 -2.511
C -3.326 -3.027 -3.179
C -2.009 -3.392 -2.967
C -1.216 -2.628 -2.132
N -1.684 -1.546 -1.493
C -2.966 -1.205 -1.672
H -3.969 -3.593 -3.840
H -1.586 -4.261 -3.451
H -0.186 -2.903 -1.954
H -3.327 -0.344 -1.125
Te 0.876 2.668 -0.677
C 2.425 3.131 -1.876
C 3.139 4.316 -1.668
C 4.124 4.528 -2.629
C 4.168 3.500 -3.550
S 3.022 2.296 -3.270
H 2.927 4.993 -0.850
H 4.778 5.387 -2.669
H 4.832 3.424 -4.401

Summary:
**⟨S²⟩**: 0.761
**Relative energy (zero: lowest compared OMol25 entry of this formula, charge and spin)**: 1.236 eV
**Spin multiplicity**: 2
**Calculated total energy**: -84664.514 eV
**Charge**: +3
**HOMO level (alpha / beta)**: -15.81 / -15.82 eV

The computed Mulliken charges, all in e, follow:
1 W 0.789
2 C -1.193
3 C 0.873
4 C -1.932
5 C -0.065
6 N 0.729
7 N -0.498
8 B -0.569
9 N 1.618
10 C -0.427
11 C -1.612
12 C 0.815
13 C -1.319
14 N -0.358
15 N 0.335
16 C -0.204
17 C -1.995
18 C 0.742
19 C -1.173
20 N 0.236
21 N 0.514
22 C -0.394
23 C -1.277
24 C 0.697
25 C -1.245
26 N -1.143
27 H 0.450
28 H 0.417
29 H -0.011
30 H 0.667
31 H 0.764
32 H 0.602
33 H 0.570
34 H 0.565
35 H 0.193
36 H 0.185
37 H 0.879
38 H 0.580
39 H 0.504
40 H 0.152
41 H 0.172
42 H 0.713
43 H 0.494
44 H 0.386
45 H 0.339
46 H 0.264
47 O 0.285
48 C 0.076
49 C -0.673
50 C -0.910
51 C -0.956
52 C -0.937
53 C 1.505
54 C -1.157
55 N 2.004
56 N -1.152
57 C 0.328
58 O 0.551
59 C 0.099
60 C -0.677
61 C -0.892
62 C -0.509
63 C -1.035
64 C 0.044
65 H 0.475
66 H 0.508
67 H 0.499
68 H 0.527
69 H 0.507
70 H 0.450
71 H 0.458
72 H 0.447
73 H 0.470
74 H 0.348
75 N -0.439
76 C -0.378
77 C 0.278
78 C -0.647
79 C -1.164
80 C -0.373
81 N 1.097
82 C -0.067
83 H 0.608
84 H 0.619
85 H 0.485
86 H 0.405
87 Te 0.931
88 C 0.262
89 C -0.569
90 C -0.661
91 C -0.426
92 S 0.139
93 H 0.447
94 H 0.473
95 H 0.467

=====

# 2
The following is a quantum chemistry calculation of a molecular structure, C40H37Cl3N6O4RuS, from OMol25.

Geometry (Å):
Ru 0.405 -1.489 1.129
O 0.434 0.476 1.699
C -0.316 1.447 2.200
C 0.307 2.679 2.465
C -0.372 3.732 3.047
C -1.711 3.591 3.398
C -2.343 2.393 3.121
C -1.687 1.324 2.509
C -2.572 0.196 2.061
N -1.998 -1.166 1.795
C -2.455 -2.271 2.644
C -1.278 -2.848 3.415
N -0.259 -3.195 2.445
C 0.351 -4.317 2.501
C 1.352 -4.765 1.565
C 2.134 -5.880 1.911
C 3.103 -6.362 1.064
C 3.281 -5.744 -0.180
C 2.507 -4.672 -0.560
C 1.526 -4.145 0.302
O 0.795 -3.129 -0.088
H 1.349 2.775 2.186
H 0.145 4.664 3.236
H -2.248 4.399 3.875
H -3.393 2.279 3.372
H -3.414 0.112 2.752
H -2.890 -3.049 2.013
H -3.227 -1.928 3.338
H -1.585 -3.711 4.012
H -0.872 -2.085 4.087
H 0.111 -5.005 3.317
H 1.968 -6.353 2.872
H 3.707 -7.213 1.346
H 4.031 -6.125 -0.862
H 2.625 -4.204 -1.530
C 2.633 0.254 4.169
C 2.792 -0.804 3.124
O 1.914 -1.660 2.927
N 3.917 -0.803 2.401
C 4.165 -1.786 1.360
C 3.769 -1.298 -0.011
C 4.694 -1.282 -1.045
C 4.304 -0.843 -2.299
C 2.996 -0.432 -2.481
C 2.139 -0.484 -1.397
N 2.504 -0.900 -0.184
H 2.092 -0.162 5.015
H 2.023 1.051 3.740
H 3.585 0.664 4.502
H 4.601 -0.084 2.569
H 3.598 -2.684 1.610
H 5.223 -2.044 1.367
H 5.708 -1.612 -0.862
H 5.011 -0.823 -3.118
H 2.636 -0.077 -3.436
H 1.103 -0.202 -1.513
Cl -6.570 0.751 -5.405
C -5.362 1.439 -4.375
C -4.071 0.937 -4.398
C -3.116 1.500 -3.568
C -3.420 2.553 -2.713
C -2.369 3.123 -1.784
C -2.483 2.570 -0.368
N -2.347 1.120 -0.321
C -3.086 0.265 0.583
C -2.420 -1.104 0.378
N -1.233 -0.838 -0.450
C -1.280 0.428 -0.744
O -1.061 2.829 -2.234
C -0.566 3.731 -3.217
C 0.854 3.369 -3.507
C 1.858 3.451 -2.588
Cl 1.700 3.948 -0.954
S 3.383 3.004 -3.224
C 2.687 2.668 -4.752
C 1.349 2.908 -4.761
C -4.727 3.030 -2.721
Cl -5.184 4.350 -1.679
C -5.703 2.489 -3.541
H -3.821 0.120 -5.059
H -2.102 1.121 -3.585
H -2.500 4.208 -1.706
H -3.467 2.818 0.028
H -1.730 3.048 0.264
H -4.162 0.366 0.465
H -2.983 -1.966 0.024
H -0.512 0.949 -1.300
H -0.630 4.753 -2.824
H -1.167 3.677 -4.130
H 3.307 2.330 -5.567
H 0.724 2.774 -5.633
H -6.709 2.883 -3.530

Summary:
**⟨S²⟩**: 8.761
**Relative energy (zero: lowest compared OMol25 entry of this formula, charge and spin)**: 1.443 eV
**Spin multiplicity**: 6
**Calculated total energy**: -110189.792 eV
**Charge**: +1
**HOMO level (alpha / beta)**: -10.03 / -10.28 eV

The computed Mulliken charges, all in e, follow:
1 Ru 1.826
2 O -0.006
3 C 0.558
4 C -0.029
5 C -0.876
6 C -1.074
7 C -0.706
8 C -0.864
9 C -0.584
10 N 0.255
11 C -0.477
12 C -0.960
13 N 0.348
14 C -0.470
15 C 0.695
16 C -0.784
17 C -0.756
18 C -0.569
19 C -0.095
20 C 0.323
21 O -1.082
22 H 0.632
23 H 0.448
24 H 0.432
25 H 0.449
26 H 0.497
27 H 0.375
28 H 0.291
29 H 0.517
30 H 0.246
31 H 0.304
32 H 0.394
33 H 0.424
34 H 0.423
35 H 0.522
36 C -1.280
37 C 0.822
38 O -0.565
39 N -0.100
40 C -0.867
41 C 0.795
42 C -0.965
43 C -0.715
44 C -1.250
45 C -0.457
46 N 0.935
47 H 0.307
48 H 0.169
49 H 0.467
50 H 0.231
51 H -0.110
52 H 0.511
53 H 0.474
54 H 0.487
55 H 0.723
56 H 0.504
57 Cl -0.196
58 C 0.382
59 C -1.133
60 C 0.299
61 C -0.414
62 C -1.275
63 C -0.127
64 N 1.022
65 C -0.509
66 C -0.050
67 N -0.655
68 C -0.974
69 O 0.188
70 C -1.278
71 C 0.464
72 C 0.657
73 Cl -0.172
74 S -0.176
75 C -0.490
76 C -0.907
77 C 0.693
78 Cl -0.193
79 C -0.885
80 H 0.432
81 H 0.428
82 H 0.988
83 H 0.792
84 H -0.320
85 H 0.534
86 H 0.445
87 H 0.591
88 H 0.380
89 H 0.351
90 H 0.502
91 H 0.410
92 H 0.455

=====

# 3
The following is a quantum chemistry calculation of a molecular structure, C40H37CoO2PSi, from OMol25.

Geometry (Å):
Co 0.346 -0.372 -0.683
C 2.831 -2.126 2.006
C 2.646 -2.315 0.524
C 3.173 -1.395 -0.382
C 2.975 -1.538 -1.755
C 3.615 -0.590 -2.729
C 2.186 -2.592 -2.203
C 1.681 -3.550 -1.327
C 0.895 -4.713 -1.866
C 1.927 -3.403 0.035
H 1.928 -1.709 2.460
H 3.654 -1.443 2.219
H 3.037 -3.075 2.503
H 3.780 -0.575 -0.016
H 2.904 -0.286 -3.495
H 4.467 -1.072 -3.216
H 3.974 0.306 -2.221
H 1.974 -2.680 -3.263
H 0.071 -4.368 -2.493
H 0.472 -5.320 -1.067
H 1.529 -5.355 -2.482
H 1.541 -4.144 0.728
O 0.285 1.234 -4.184
C 0.310 1.334 -2.973
O 0.985 0.554 -2.190
C -0.416 2.510 -2.318
C -1.144 3.339 -3.162
C -1.826 4.442 -2.674
C -1.778 4.734 -1.319
C -1.052 3.919 -0.464
C -0.365 2.805 -0.946
P 0.481 1.699 0.236
C 2.243 2.156 0.206
C 2.826 2.822 -0.867
C 4.193 3.068 -0.875
C 4.984 2.662 0.189
C 4.405 2.005 1.267
C 3.045 1.745 1.271
C -0.067 2.260 1.875
C -1.111 1.577 2.493
C -1.596 1.993 3.724
C -1.030 3.091 4.356
C 0.020 3.772 3.754
C 0.500 3.361 2.520
H -1.158 3.088 -4.214
H -2.391 5.070 -3.350
H -2.304 5.593 -0.921
H -1.037 4.148 0.593
H 2.217 3.143 -1.702
H 4.638 3.581 -1.719
H 6.048 2.857 0.181
H 5.017 1.685 2.102
H 2.602 1.219 2.110
H -1.551 0.713 2.009
H -2.412 1.454 4.187
H -1.402 3.415 5.319
H 0.465 4.627 4.245
H 1.314 3.901 2.053
C -2.857 -5.829 0.273
C -3.413 -5.105 -0.773
C -3.000 -3.802 -1.011
C -2.015 -3.203 -0.223
C -1.464 -3.950 0.820
C -1.887 -5.248 1.075
Si -1.506 -1.422 -0.538
C -3.006 -0.451 0.051
C -3.848 -0.919 1.065
C -4.846 -0.112 1.590
C -5.036 1.171 1.090
C -4.234 1.642 0.060
C -3.224 0.836 -0.448
H -3.179 -6.846 0.460
H -4.173 -5.554 -1.400
H -3.461 -3.245 -1.821
H -0.692 -3.510 1.442
H -1.453 -5.806 1.895
H -0.262 -1.159 0.553
H -3.717 -1.924 1.449
H -5.482 -0.483 2.384
H -5.814 1.802 1.500
H -4.385 2.636 -0.342
H -2.589 1.218 -1.239

Summary:
**⟨S²⟩**: 0.908
**Relative energy (zero: lowest compared OMol25 entry of this formula, charge and spin)**: 0.817 eV
**Spin multiplicity**: 2
**Calculated total energy**: -100969.787 eV
**Charge**: 0
**HOMO level (alpha / beta)**: -7.47 / -7.88 eV

The computed Mulliken charges, all in e, follow:
1 Co 0.707
2 C -1.656
3 C 0.694
4 C -0.388
5 C 0.584
6 C -1.607
7 C -0.550
8 C 0.723
9 C -1.703
10 C -0.370
11 H 0.205
12 H 0.371
13 H 0.478
14 H 0.456
15 H 0.347
16 H 0.430
17 H 0.208
18 H 0.352
19 H 0.286
20 H 0.317
21 H 0.475
22 H 0.455
23 O -0.773
24 C -0.484
25 O -0.101
26 C 0.626
27 C -0.989
28 C -0.770
29 C -0.789
30 C -0.834
31 C 0.572
32 P 2.271
33 C 0.627
34 C -0.664
35 C -0.699
36 C -0.552
37 C -0.738
38 C -0.197
39 C 0.055
40 C -0.168
41 C -0.639
42 C -0.611
43 C -0.696
44 C -0.199
45 H 0.552
46 H 0.419
47 H 0.466
48 H 0.403
49 H 0.327
50 H 0.435
51 H 0.376
52 H 0.418
53 H 0.533
54 H -0.124
55 H 0.466
56 H 0.391
57 H 0.418
58 H 0.506
59 C -0.471
60 C -0.605
61 C -0.659
62 C 0.684
63 C -0.072
64 C -0.714
65 Si -0.569
66 C 0.091
67 C -0.103
68 C -0.811
69 C -0.506
70 C -0.644
71 C -0.189
72 H 0.376
73 H 0.405
74 H 0.388
75 H 0.365
76 H 0.398
77 H -0.104
78 H 0.354
79 H 0.420
80 H 0.388
81 H 0.475
82 H 0.454